Below is a 4-piece molecular cluster, C32H46BrNO15 overall, with properties calculated with ωB97M-V/def2-TZVPD.

Output
- net charge = 0
- HOMO (eV) = -8.864
- total energy (Ha) = -5004.25232
- orbital gap (eV) = 9.19
- SMILES = CC[C@H](Br)[C@@]1(N=C=O)[C@@H](CC)OC(=O)[C@]1(CC(=O)O)CC(=O)c1ccccc1.CCOC(=O)OC.CCOC(=O)OC.CCOC(=O)OC

Each atom is followed by the atoms it is bonded to, with distances in Å.
Cartesian coordinates (Å):
1 C 4.26862 1.02771 -1.64812  C2 1.589, H29 1.125, H30 1.124, H31 1.128
2 C 3.86936 -0.36541 -0.99743  C1 1.589, C3 1.600, H32 1.123, H33 1.133
3 C 2.39462 -0.35712 -0.37683  C2 1.600, Br4 1.978, C5 1.599, H34 1.130
4 Br 2.52623 -1.18305 1.41586  C3 1.978
5 C 1.30349 -1.02954 -1.33262  C3 1.599, N6 1.506, C9 1.591, C15 1.614
6 N 1.71264 -0.48134 -2.67403  C5 1.506, C7 1.235
7 C 2.01267 -1.36760 -3.47964  N6 1.235, O8 1.168
8 O 2.12759 -2.26724 -4.21486  C7 1.168
9 C 1.04546 -2.59584 -1.22689  C5 1.591, C10 1.575, O12 1.463, H35 1.139
10 C 2.25322 -3.58826 -1.03062  C9 1.575, C11 1.602, H36 1.124, H37 1.128
11 C 1.74705 -5.03913 -1.48323  C10 1.602, H38 1.127, H39 1.133, H40 1.122
12 O 0.00240 -2.62702 -0.20178  C9 1.463, C13 1.427
13 C -1.01687 -1.81484 -0.78406  O12 1.427, O14 1.185, C15 1.611
14 O -2.15446 -2.07053 -0.99461  C13 1.185
15 C -0.18622 -0.46527 -1.07271  C5 1.614, C13 1.611, C16 1.607, C20 1.581
16 C -0.43687 0.31455 0.30948  C15 1.607, C17 1.591, H41 1.118, H42 1.130
17 C -1.98200 0.61223 0.54642  C16 1.591, O18 1.200, O19 1.414
18 O -2.56138 1.56049 0.09473  C17 1.200
19 O -2.70258 -0.31083 1.33967  C17 1.414, H43 0.979
20 C -0.91901 0.28164 -2.25793  C15 1.581, C21 1.576, H44 1.132, H45 1.134
21 C -0.47596 1.79343 -2.28374  C20 1.576, O22 1.222, C23 1.581
22 O 0.62747 2.15325 -1.90186  C21 1.222
23 C -1.39377 2.95054 -2.84831  C21 1.581, C24 1.472, C28 1.476
24 C -1.66199 2.99786 -4.29514  C23 1.472, C25 1.481, H46 1.117
25 C -2.48542 4.12623 -4.78737  C24 1.481, C26 1.512, H47 1.116
26 C -3.00625 5.18064 -3.83750  C25 1.512, C27 1.471, H48 1.120
27 C -2.73485 5.07301 -2.39602  C26 1.471, C28 1.470, H49 1.121
28 C -1.91833 3.95520 -1.90264  C23 1.476, C27 1.470, H50 1.116
29 H 5.29036 0.98621 -2.11737  C1 1.125
30 H 4.29229 1.79086 -0.82290  C1 1.124
31 H 3.53498 1.34778 -2.44361  C1 1.128
32 H 4.05398 -1.22067 -1.70093  C2 1.123
33 H 4.57732 -0.50011 -0.12374  C2 1.133
34 H 2.14535 0.73586 -0.23639  C3 1.130
35 H 0.48162 -3.08671 -2.08593  C9 1.139
36 H 3.18235 -3.29455 -1.59059  C10 1.124
37 H 2.49706 -3.69424 0.06581  C10 1.128
38 H 0.73786 -5.27678 -1.04221  C11 1.127
39 H 2.46249 -5.77058 -0.99762  C11 1.133
40 H 1.77581 -5.10634 -2.60274  C11 1.122
41 H 0.13753 1.27030 0.39339  C16 1.118
42 H -0.15997 -0.40882 1.13266  C16 1.130
43 H -2.24541 -0.34622 2.20458  O19 0.979
44 H -2.04223 0.23257 -2.12241  C20 1.132
45 H -0.73652 -0.20021 -3.26766  C20 1.134
46 H -1.25277 2.21005 -4.97324  C24 1.117
47 H -2.67102 4.18498 -5.88636  C25 1.116
48 H -3.59433 6.02812 -4.27280  C26 1.120
49 H -3.11888 5.85626 -1.69248  C27 1.121
50 H -1.69912 3.87955 -0.81113  C28 1.116
51 C -4.48295 9.99976 -8.13978  C52 1.516, H58 1.092, H59 1.091, H60 1.092
52 C -5.74886 9.34847 -7.61858  C51 1.516, O53 1.433, H61 1.091, H62 1.092
53 O -6.15332 8.25934 -8.45820  C52 1.433, C54 1.338
54 C -5.47014 7.12060 -8.29395  O53 1.338, O55 1.205, O56 1.340
55 O -4.57229 6.93713 -7.51112  C54 1.205
56 O -5.94050 6.22477 -9.17181  C54 1.340, C57 1.427
57 C -5.23253 4.98577 -9.17006  O56 1.427, H63 1.091, H64 1.091, H65 1.089
58 H -4.60406 10.29007 -9.18578  C51 1.092
59 H -4.23408 10.88438 -7.55160  C51 1.091
60 H -3.63810 9.31000 -8.09680  C51 1.092
61 H -6.56406 10.07333 -7.63596  C52 1.091
62 H -5.63461 9.01584 -6.58453  C52 1.092
63 H -5.17531 4.56312 -8.16626  C57 1.091
64 H -4.23324 5.12750 -9.58450  C57 1.091
65 H -5.77826 4.29113 -9.80692  C57 1.089
66 C 5.62324 -4.70109 7.53259  C67 1.516, H73 1.092, H74 1.091, H75 1.092
67 C 6.22745 -3.94949 6.36270  C66 1.516, O68 1.433, H76 1.091, H77 1.092
68 O 5.49522 -4.19761 5.15573  C67 1.433, C69 1.338
69 C 4.34716 -3.52204 5.02942  O68 1.338, O70 1.206, O71 1.338
70 O 3.89464 -2.73427 5.82237  C69 1.206
71 O 3.77160 -3.89236 3.87930  C69 1.338, C72 1.428
72 C 2.48325 -3.31402 3.66533  O71 1.428, H78 1.090, H79 1.092, H80 1.088
73 H 5.53289 -5.76445 7.29959  C66 1.092
74 H 6.23880 -4.58371 8.42580  C66 1.091
75 H 4.61856 -4.33828 7.75778  C66 1.092
76 H 7.24389 -4.30535 6.18822  C67 1.091
77 H 6.29042 -2.87740 6.56166  C67 1.092
78 H 2.51513 -2.22917 3.76185  C72 1.090
79 H 1.76281 -3.74028 4.36619  C72 1.092
80 H 2.17024 -3.56217 2.65359  C72 1.088
81 C 1.55439 -5.09469 8.59627  C82 1.516, H88 1.093, H89 1.091, H90 1.092
82 C 1.17139 -3.75832 7.99080  C81 1.516, O83 1.435, H91 1.091, H92 1.092
83 O 0.01442 -3.88502 7.15171  C82 1.435, C84 1.338
84 C -1.15828 -3.95955 7.79245  O83 1.338, O85 1.205, O86 1.341
85 O -1.32021 -3.91917 8.98543  C84 1.205
86 O -2.12316 -4.11182 6.87421  C84 1.341, C87 1.427
87 C -3.42488 -4.29946 7.42838  O86 1.427, H93 1.090, H94 1.091, H95 1.089
88 H 1.67352 -5.84945 7.81518  C81 1.093
89 H 2.48750 -5.01131 9.15591  C81 1.091
90 H 0.77912 -5.45791 9.27358  C81 1.092
91 H 1.98165 -3.40249 7.35202  C82 1.091
92 H 1.00974 -2.99912 8.75912  C82 1.092
93 H -3.67303 -3.50695 8.13512  C87 1.090
94 H -3.48707 -5.27635 7.91002  C87 1.091
95 H -4.14170 -4.26899 6.60899  C87 1.089

These are the Löwdin partial charges, in e, on atoms 1 to 8: -0.11, -0.28, -0.53, 0.88, -0.28, 0.16, -0.28, 0.19